(1)
Here is C15H23N3O4S in the gas phase from the Open Molecules 2025 dataset. Energies are from the ωB97M-V functional and the def2-TZVPD basis.

XYZ file:
```
46
Properties=species:S:1:pos:R:3:lowdin_charge:R:1
H 0.476 -5.328 0.722 0.06
H -0.504 2.364 0.235 0.13
H 4.368 -3.656 1.410 0.12
H 4.951 -1.597 2.705 0.12
H 3.092 2.342 2.003 0.09
H 1.965 -5.945 1.122 0.06
H 1.993 1.572 3.173 0.10
C 1.338 0.739 0.786 -0.48
C -0.773 0.629 -1.907 -0.13
C 1.865 -1.623 0.444 -0.01
H -2.031 2.995 -2.782 0.12
C 3.310 -0.460 1.973 -0.20
C 4.087 -1.630 2.061 0.02
O 3.294 -4.930 -0.781 -0.30
C -4.066 1.591 -0.747 -0.26
H -4.024 1.211 0.277 0.11
N 0.019 0.532 1.000 0.08
O 3.742 0.525 2.779 -0.05
C -4.882 2.879 -0.755 -0.09
H -4.570 0.828 -1.369 0.12
O 1.097 -3.880 -1.249 -0.30
H 3.538 2.267 3.731 0.10
C -0.999 1.431 0.507 -0.12
C 3.764 -2.766 1.358 -0.04
C 2.186 -0.452 1.130 -0.04
H -4.389 3.628 -0.142 0.07
C 3.042 1.743 2.915 -0.05
H -3.506 2.073 -3.131 0.11
N -2.709 1.837 -1.185 -0.15
O 1.788 1.769 0.324 0.06
H -5.877 2.694 -0.360 0.07
C -1.723 0.865 -0.725 -0.31
H 1.020 -1.654 -0.227 0.11
N 1.437 -5.109 0.927 -0.06
H -2.281 0.006 -3.322 0.11
H -2.209 -0.086 -0.445 0.15
H -0.348 -0.373 -1.903 0.11
C -2.541 2.038 -2.622 -0.18
H -0.283 -0.380 1.304 0.15
C -1.667 0.885 -3.115 -0.16
C 2.635 -2.755 0.558 -0.29
H -4.977 3.272 -1.764 0.06
H -1.106 1.136 -4.012 0.11
S 2.141 -4.215 -0.323 0.62
H 0.039 1.356 -1.878 0.12
H -1.724 1.632 1.301 0.12
```

Relative energy (zero: lowest compared OMol25 entry of this formula, charge and spin) ... 238.37 kJ/mol
Gap between HOMO and LUMO ... 8.95 eV
SMILES ... CCN1CCC[C@H]1CNC(=O)c1cc(S(N)(=O)=O)ccc1OC
E_HOMO ... -8.424 eV

***

(2)
Here is C5H8N2O2S in the gas phase from the Open Molecules 2025 dataset. Energies are from the ωB97M-V functional and the def2-TZVPD basis.

XYZ file:
```
18
Properties=species:S:1:pos:R:3:lowdin_charge:R:1
H 0.918 -1.888 0.413 0.15
C 2.000 2.397 0.027 -0.02
C 0.827 1.359 -0.011 -0.38
H -2.479 -2.456 0.338 0.11
H -1.805 -2.523 -1.300 0.07
O -2.505 0.459 -1.152 -0.32
H -1.056 -3.540 -0.238 0.11
C 1.126 0.071 0.484 0.00
H 2.247 2.466 1.011 0.04
C -0.810 -1.244 -0.035 -0.34
N 0.359 -1.054 0.358 -0.04
S -1.495 0.571 -0.149 0.67
H 1.684 3.377 -0.399 0.09
O -1.919 0.848 1.205 -0.32
N -0.347 1.775 -0.486 0.00
H 2.052 -0.261 0.948 0.14
H 2.732 2.142 -0.753 0.08
C -1.528 -2.500 -0.262 -0.06
```

Relative energy (zero: lowest compared OMol25 entry of this formula, charge and spin) ... 237.64 kJ/mol
Gap between HOMO and LUMO (alpha / beta) ... 6.20 / 7.80 eV
2S+1 ... 3
E_HOMO (alpha / beta) ... -5.869 / -9.942 eV

***

(3)
Here is C6H9NO in the gas phase from the Open Molecules 2025 dataset. Energies are from the ωB97M-V functional and the def2-TZVPD basis.

XYZ file:
```
17
Properties=species:S:1:pos:R:3:lowdin_charge:R:1
H 1.746 -1.747 0.777 0.06
H -0.516 -0.502 -3.256 0.11
O -0.127 0.229 -2.763 0.06
N -0.777 -1.006 -0.835 0.05
C 0.247 1.277 1.602 -0.07
H 1.692 1.198 -1.049 0.12
C 0.831 0.145 0.804 -0.39
C 0.090 -0.108 -1.461 -0.42
H 0.822 2.187 1.446 0.08
C 0.997 0.466 -0.667 -0.01
H 1.379 -1.061 2.443 0.06
H -0.781 1.473 1.279 0.08
H 0.239 1.055 2.671 0.07
C -2.027 -0.906 -0.804 0.00
H -2.587 -1.692 -0.320 0.07
H -2.585 -0.074 -1.238 0.09
C 1.356 -0.935 1.370 0.04
```

Relative energy (zero: lowest compared OMol25 entry of this formula, charge and spin) ... 236.08 kJ/mol
Gap between HOMO and LUMO ... 8.96 eV
SMILES ... C=N/C(O)=C\C(=C)C
E_HOMO ... -8.207 eV

***

(4)
Here is a molecular structure, C22H45CeN2P3S from the Open Molecules 2025 dataset. Energies are from the ωB97M-V functional and the def2-TZVPD basis.

XYZ file:
```
74
Properties=species:S:1:pos:R:3:lowdin_charge:R:1
H 1.363 -2.899 -0.720 0.10
H -1.527 4.308 1.118 0.02
C -2.422 2.772 2.968 -0.25
H -2.425 -2.135 -4.518 0.14
C -3.309 2.443 -0.662 -0.24
H -3.778 2.698 0.295 0.04
H 2.072 -2.613 -2.497 0.12
H -1.688 -4.370 -3.653 0.14
H -1.908 3.581 -2.736 0.07
C 0.486 -1.238 -3.008 -0.71
H -0.635 0.868 4.614 0.04
C -1.503 -2.243 -3.943 -0.03
H 3.127 -5.063 -0.514 0.10
S 1.340 0.112 -2.394 0.77
P 1.582 2.027 1.627 0.73
H 2.568 2.622 -0.522 0.05
H 1.971 -1.781 4.321 0.12
C 1.453 -2.329 2.372 -0.29
H 2.968 0.996 3.378 0.06
H -1.088 1.991 -2.951 0.01
H 2.813 -5.928 0.999 0.11
C 2.381 -5.229 0.275 0.01
H -1.131 -0.108 -3.911 0.12
H 1.723 4.028 0.185 0.04
H -0.116 4.447 0.056 0.02
C 1.478 -1.773 -6.198 -0.05
P -1.476 2.533 -0.597 0.73
C -1.589 0.472 4.238 -0.25
Ce 0.025 0.069 0.181 0.65
H -3.988 0.627 1.306 0.03
C -1.039 -3.504 -3.548 0.01
N 1.116 -1.913 1.111 -0.11
H -0.290 -2.195 -7.262 0.07
H -3.601 1.420 -0.934 0.05
H -2.397 0.841 4.885 0.07
C 2.022 -3.608 2.301 0.08
H 1.761 -0.964 -6.878 0.07
H 1.517 -5.732 -0.183 0.10
H 2.400 -4.200 3.120 0.14
H 3.305 3.509 0.844 0.07
C 3.106 1.262 2.322 -0.23
H -1.546 3.400 3.174 0.03
C 0.267 -3.661 -3.071 -0.02
C 1.036 -2.530 -2.826 -0.14
H 0.250 -3.543 -6.110 0.06
C -1.187 4.217 0.082 -0.23
H -3.669 3.128 -1.441 0.07
H 2.124 -1.962 -5.336 0.04
H 0.483 3.962 2.670 0.04
H -3.032 3.239 2.186 0.04
H 3.928 1.984 2.231 0.07
H 3.367 0.354 1.761 0.05
H -1.572 -0.626 4.271 0.04
H 2.161 3.750 3.236 0.08
H 1.227 -0.451 3.395 0.04
P -1.891 1.062 2.514 0.76
H 0.696 -4.655 -2.919 0.14
C -3.566 0.332 2.275 -0.24
H 0.867 2.699 3.875 0.05
C 2.001 -3.978 0.954 -0.24
H -3.491 -0.761 2.331 0.06
C 0.419 -2.534 -6.502 -0.06
C -1.120 2.913 -2.358 -0.25
C 2.359 3.164 0.409 -0.22
H 0.214 -1.785 4.015 0.09
C -0.765 -1.105 -3.651 -0.08
N 1.486 -2.938 0.286 0.06
H -3.025 2.720 3.886 0.07
H -0.143 3.405 -2.441 0.06
H -4.230 0.681 3.078 0.08
C 1.232 3.221 2.979 -0.22
H -1.019 -0.919 -0.880 -0.08
H -1.724 4.948 -0.538 0.08
C 1.194 -1.534 3.583 -0.01
```

Relative energy (zero: lowest compared OMol25 entry of this formula, charge and spin) ... 31.20 kJ/mol
Gap between HOMO and LUMO (alpha / beta) ... 5.78 / 4.48 eV
2S+1 ... 2
Total charge ... +3
E_HOMO (alpha / beta) ... -16.242 / -16.177 eV

***

(5)
Here is a molecular structure, C51H39ClInN11O3PS2 from the Open Molecules 2025 dataset. Energies are from the ωB97M-V functional and the def2-TZVPD basis.

XYZ file:
```
109
Properties=species:S:1:pos:R:3:lowdin_charge:R:1
H -3.382 -1.053 -0.538 0.06
H -1.390 5.682 2.296 0.12
N -2.153 -0.254 1.792 0.09
H -2.076 -2.166 1.083 0.05
H 5.730 4.746 -3.997 0.12
C -3.253 -2.334 -2.254 -0.37
H 0.950 -1.614 1.365 0.10
H 2.550 -0.934 4.731 0.14
C -0.831 -3.445 -3.304 -0.42
C -2.810 2.891 3.589 -0.12
H 8.023 4.606 -3.113 0.11
H 3.995 -3.506 4.519 0.12
H 7.552 -2.635 2.293 0.12
H 3.658 3.032 -4.477 0.14
C -0.165 -3.453 -4.522 -0.09
C -3.422 0.124 3.820 -0.05
H 3.193 4.222 -3.267 0.14
Cl -8.006 0.915 -0.937 0.67
C 6.655 -0.425 1.103 -0.29
C 2.522 -1.392 3.744 -0.06
C -5.628 1.005 -2.224 -0.10
C -2.616 0.574 2.759 -0.12
H -0.092 -2.536 -5.094 0.07
C -2.457 -1.535 1.876 -0.14
C -5.228 -2.063 -0.898 -0.07
H -1.783 2.117 -2.383 0.02
C 4.990 3.128 -2.795 -0.19
In -0.851 0.733 -0.352 0.64
N 7.924 -0.357 0.913 0.13
H 8.599 2.884 -1.414 0.12
H 4.156 -0.072 1.958 0.11
S -1.370 -0.392 -3.882 0.31
H 6.306 -4.074 3.889 0.11
C -2.492 4.252 3.454 0.03
H -3.465 -3.646 -3.947 0.11
C -3.248 -2.074 2.893 0.00
N -4.722 0.703 5.929 -0.33
C -3.744 -1.247 3.862 0.03
N 2.695 0.975 -3.220 0.15
H -6.138 0.518 -3.044 0.12
C 0.282 -5.800 -4.254 -0.07
H -3.728 1.012 -3.199 0.07
H -5.727 -1.601 -0.054 0.11
H -5.824 -4.169 -3.480 0.11
H 0.714 -6.720 -4.626 0.11
C 5.915 -1.283 2.027 -0.13
C -3.913 1.107 4.754 -0.06
C -5.920 -2.933 -1.727 -0.06
C 6.960 1.071 -0.366 -0.29
C -3.902 -1.759 -1.167 -0.12
N 2.024 0.904 3.083 0.15
C 5.309 2.180 -1.837 0.03
C 5.835 -3.197 3.466 -0.05
H -0.492 3.947 0.773 0.11
H -1.473 -4.615 -1.612 0.11
C 4.532 -2.877 3.818 -0.03
O 5.967 0.453 0.326 0.13
C 1.404 1.441 2.066 -0.18
H -3.474 -3.131 2.893 0.12
H -6.251 2.238 0.863 0.11
H 1.887 -2.275 3.800 0.14
C -3.659 2.419 4.638 0.08
C 4.608 -0.960 2.379 0.03
H -3.856 2.785 0.691 0.10
C -3.596 1.901 -1.252 -0.31
C 3.609 3.225 -3.406 -0.07
O -5.578 1.473 6.306 0.11
H 1.348 2.507 1.927 0.11
H 4.568 1.474 -1.489 0.11
C -1.659 4.645 2.440 -0.01
C -0.944 -4.620 -2.559 -0.11
C -6.323 1.325 -1.072 -0.68
O -4.513 -0.402 6.393 0.09
H -1.868 3.145 -0.937 0.04
N 0.862 0.531 1.207 0.01
C 6.610 2.099 -1.345 -0.13
C 7.593 2.968 -1.803 -0.01
C -5.285 -3.494 -2.827 -0.06
H -4.079 3.114 5.351 0.14
S -0.502 -1.683 -0.867 0.38
C -4.335 2.252 -0.120 -0.05
C -4.274 1.290 -2.306 -0.05
C 7.266 3.923 -2.752 -0.05
H 1.460 3.434 -1.540 0.14
N 1.866 -0.423 2.875 -0.11
C 5.974 4.003 -3.246 -0.03
C 0.393 -4.635 -4.995 -0.07
H -0.478 -6.707 -2.460 0.11
C 1.692 2.469 -1.963 -0.11
C -2.125 2.171 -1.352 -0.21
P -1.540 -1.908 -2.669 0.16
N 8.125 0.625 -0.054 0.13
C 1.727 0.437 -2.522 -0.22
N 2.659 2.276 -2.855 -0.13
C 3.916 -1.753 3.280 -0.19
C -3.956 -3.199 -3.092 -0.07
C -2.266 1.983 2.671 -0.15
H -2.910 4.970 4.148 0.13
C 1.183 -0.635 1.757 -0.14
N 1.069 1.327 -1.722 0.02
C -0.388 -5.794 -3.035 -0.07
C -5.687 1.962 -0.018 -0.10
H -4.367 -1.636 4.650 0.12
N -1.439 2.378 1.688 0.07
H -6.958 -3.166 -1.522 0.11
C -1.156 3.662 1.584 -0.13
H 1.466 -0.605 -2.589 0.07
H 0.911 -4.642 -5.946 0.11
C 6.534 -2.401 2.574 0.00
```

Relative energy (zero: lowest compared OMol25 entry of this formula, charge and spin) ... 3.20 kJ/mol
Gap between HOMO and LUMO ... 6.86 eV
Total charge ... +1
E_HOMO ... -10.366 eV

***

(6)
Here is 7 unconnected molecules or ions with the total composition C23H32Cl5NO14 from the Open Molecules 2025 dataset. Energies are from the ωB97M-V functional and the def2-TZVPD basis.

XYZ file:
```
75
Properties=species:S:1:pos:R:3:lowdin_charge:R:1
H -3.353 3.907 2.054 0.11
C -0.764 0.403 2.589 0.00
H 1.722 -1.655 -5.473 0.04
O 4.622 0.521 -0.926 -0.06
Cl -0.204 -2.597 -6.523 0.55
O 2.476 0.272 3.309 0.08
C -1.729 3.896 0.504 -0.15
O -0.251 1.326 -1.601 -0.40
C 2.704 -3.745 4.458 -0.34
H 0.889 3.677 -4.851 0.03
C 0.730 4.518 0.406 -0.01
C 2.925 -2.613 5.367 -0.22
N -0.147 2.738 2.068 0.11
O 2.790 -4.905 4.804 0.14
H 0.350 -5.441 -5.147 0.12
H -2.367 1.348 0.874 0.13
H -0.683 0.096 1.547 0.10
H 3.046 -0.553 5.616 0.13
H -1.375 5.026 3.111 0.07
H -3.731 3.116 0.550 0.13
O 1.810 -1.797 1.384 0.11
H 0.176 -1.281 -4.639 0.00
C -2.685 -6.229 -3.737 -0.21
H 3.205 -2.000 7.033 0.11
C -1.703 -4.245 -2.563 -0.31
C -1.510 -6.368 -4.706 -0.31
H 0.567 -3.186 -2.379 0.12
O 1.558 0.895 -0.229 -0.38
O -1.425 -7.161 -5.629 0.11
H -1.429 -0.291 3.104 0.11
H -2.027 4.727 -0.139 0.14
C -2.729 -5.245 -2.840 0.05
H 1.624 4.910 0.892 0.09
C -0.464 -5.379 -4.438 0.04
O 0.697 -0.715 -1.769 -0.33
H -3.554 -5.170 -2.143 0.13
H -0.285 2.640 -4.041 0.00
O 0.481 -3.568 -3.261 0.10
H -0.846 2.169 4.817 0.10
H 1.714 -0.832 1.387 0.07
C -2.916 3.320 1.244 -0.15
O 1.874 1.270 -2.524 -0.33
C -0.633 5.168 2.325 -0.02
H 3.980 -0.087 -1.301 0.01
C -0.469 4.090 1.296 -0.40
C 2.081 -2.102 2.665 -0.21
H 1.106 3.691 -0.200 0.08
H 0.497 5.292 -0.324 0.09
H -1.504 3.256 -0.356 0.12
C -0.159 3.575 -4.583 -0.98
H -2.433 1.792 4.432 0.10
H -1.927 3.423 4.063 0.07
O 3.106 -2.893 6.680 0.11
Cl -1.238 3.810 -6.035 0.46
C 0.681 -1.369 -5.597 -1.01
C -2.482 1.952 1.777 -0.14
H -1.011 6.046 1.802 0.12
C 2.835 -1.338 4.901 0.06
Cl 0.597 0.300 -6.213 0.52
C -0.479 -4.435 -3.470 -0.25
C 2.472 -0.933 3.542 -0.31
O -1.832 -3.319 -1.789 0.13
C -1.598 2.387 4.058 0.01
O 1.001 2.596 2.519 0.22
H -3.320 1.409 2.219 0.13
H 1.884 -4.282 2.654 0.14
C -1.239 1.844 2.670 -0.42
H 0.295 5.375 2.857 0.10
H -3.393 -7.657 -4.647 0.11
Cl 1.040 0.654 -1.550 0.62
H 4.196 1.380 -0.978 0.02
O -3.676 -7.148 -3.873 0.09
H 0.185 0.280 3.109 0.06
C 2.172 -3.364 3.148 0.08
Cl -0.522 4.809 -3.358 0.49
```

Relative energy (zero: lowest compared OMol25 entry of this formula, charge and spin) ... 0.00 kJ/mol
Gap between HOMO and LUMO ... 5.64 eV
E_HOMO ... -9.233 eV

***

Calculated F_max, 0.8, 9.3, 1.9, 2.3, 0.8, 5.0 eV/Å (same order as the records).
Calculated total energy, -39423.495, -23219.198, -9903.157, -78126.308, -124705.436, -117123.829 eV (same order as the records).